Entry 1:
Molecular formula: C4H4N2
Method: DFT, ωB97M-V with the def2-TZVPD basis set

Structure (ORCA input):
```
! wB97M-V def2-TZVPD RIJCOSX def2/J DEFGRID3
* xyz 0 1
C 1.70 -1.68 0.62
C 0.64 -1.31 0.08
C -0.65 -1.02 -0.48
N -1.06 0.19 -0.31
N -0.08 1.03 0.10
C -0.41 2.23 -0.04
H 2.68 -1.67 1.23
H -1.24 -1.85 -0.80
H 0.36 2.93 0.16
H -1.43 2.69 -0.19
*
```

Values from the calculation:
- highest occupied orbital energy (eV) = -9.4
- orbital gap (eV) = 9.44
- total energy (Eh) = -264.1675
- relative energy (zero: lowest compared OMol25 entry of this formula, charge and spin) (eV) = 4.3248
- structure (SMILES) = C#C/C=N\N=C

***

Entry 2:
Molecular formula: C4H4N2
Method: DFT, ωB97M-V with the def2-TZVPD basis set

Structure (ORCA input):
```
! wB97M-V def2-TZVPD RIJCOSX def2/J DEFGRID3
* xyz 0 1
C -1.04 0.23 -0.32
C -0.30 0.02 1.03
C 0.61 -0.52 -0.04
N 1.55 -1.34 -0.03
C 0.04 0.75 -1.11
N -0.10 1.94 -1.28
H -2.09 0.21 -0.56
H 1.97 -1.46 -0.96
H 0.12 0.87 1.56
H -0.77 -0.70 1.71
*
```

Values from the calculation:
- highest occupied orbital energy (alpha / beta) (eV) = -8.2 / -8.4
- orbital gap (alpha / beta) (eV) = 7.10 / 7.99
- total energy (Eh) = -264.0707
- relative energy (zero: lowest compared OMol25 entry of this formula, charge and spin) (eV) = 6.9591

***

Entry 3:
Molecular formula: C4H4N2
Method: DFT, ωB97M-V with the def2-TZVPD basis set

Structure (ORCA input):
```
! wB97M-V def2-TZVPD RIJCOSX def2/J DEFGRID3
* xyz 0 1
C 1.54 0.06 -1.41
N 1.07 0.28 -0.25
C 0.65 -0.81 0.59
N -0.12 -1.71 0.99
C -0.67 -0.18 0.73
C -1.69 0.59 1.02
H 1.72 -0.95 -1.81
H 1.78 0.91 -2.07
H -2.52 0.21 1.60
H -1.75 1.59 0.61
*
```

Values from the calculation:
- highest occupied orbital energy (eV) = -8.3
- orbital gap (eV) = 8.14
- total energy (Eh) = -264.0681
- relative energy (zero: lowest compared OMol25 entry of this formula, charge and spin) (eV) = 7.0300
- structure (SMILES) = C=NC1=NC1=C

***

Entry 4:
Molecular formula: C4H4N2
Method: DFT, ωB97M-V with the def2-TZVPD basis set

Structure (ORCA input):
```
! wB97M-V def2-TZVPD RIJCOSX def2/J DEFGRID3
* xyz 0 1
C -0.15 -0.56 -1.05
C 0.21 -0.20 0.33
C 1.36 0.61 0.72
N 2.05 1.54 0.87
C -0.94 0.45 1.04
N -1.84 1.12 1.32
H -0.61 0.25 -1.56
H -0.91 -1.33 -1.04
H 0.70 -0.76 -1.67
H 0.14 -1.12 1.05
*
```

Values from the calculation:
- highest occupied orbital energy (eV) = -11.9
- orbital gap (eV) = 12.42
- total energy (Eh) = -264.2735
- relative energy (zero: lowest compared OMol25 entry of this formula, charge and spin) (eV) = 1.4395
- structure (SMILES) = CC(C#N)C#N

***

Entry 5:
Molecular formula: C4H4N2
Method: DFT, ωB97M-V with the def2-TZVPD basis set

Structure (ORCA input):
```
! wB97M-V def2-TZVPD RIJCOSX def2/J DEFGRID3
* xyz 0 1
N -1.20 -0.89 -0.52
C -0.27 0.09 -0.14
C 1.12 -0.17 -0.01
C 2.30 -0.45 0.03
C -0.77 1.31 0.35
N -1.18 2.43 0.59
H -1.38 -0.87 -1.52
H -0.92 -1.82 -0.25
H -1.06 1.08 1.43
H 3.34 -0.66 0.02
*
```

Values from the calculation:
- highest occupied orbital energy (alpha / beta) (eV) = -7.9 / -8.2
- orbital gap (alpha / beta) (eV) = 8.03 / 7.55
- total energy (Eh) = -264.1081
- relative energy (zero: lowest compared OMol25 entry of this formula, charge and spin) (eV) = 5.9400

***

Entry 6:
Molecular formula: C4H4N2
Method: DFT, ωB97M-V with the def2-TZVPD basis set

Structure (ORCA input):
```
! wB97M-V def2-TZVPD RIJCOSX def2/J DEFGRID3
* xyz 0 1
N -1.56 -1.88 -1.62
C -1.08 -1.37 -0.69
C -0.49 -0.70 0.47
C -0.81 0.75 0.74
C 0.37 0.51 0.26
N 1.61 0.88 -0.17
H -0.26 -1.39 1.28
H -1.60 1.40 1.07
H 1.65 1.67 -0.79
H 2.21 0.12 -0.45
*
```

Values from the calculation:
- highest occupied orbital energy (eV) = -9.3
- orbital gap (eV) = 10.06
- total energy (Eh) = -264.2402
- relative energy (zero: lowest compared OMol25 entry of this formula, charge and spin) (eV) = 2.3468
- structure (SMILES) = N#C[C@@H]1C=C1N

***

Entry 7:
Molecular formula: C4H4N2
Method: DFT, ωB97M-V with the def2-TZVPD basis set

Structure (ORCA input):
```
! wB97M-V def2-TZVPD RIJCOSX def2/J DEFGRID3
* xyz 0 1
C 0.73 -0.09 0.61
C -0.32 -0.55 0.07
N -1.33 -0.39 -0.67
C -1.23 0.93 -1.06
N -0.25 1.73 -0.69
C 0.71 1.25 0.13
H -2.01 1.29 -1.72
H 1.49 1.96 0.40
H 1.10 -2.71 1.44
H 1.08 -3.45 1.52
*
```

Values from the calculation:
- highest occupied orbital energy (eV) = -10.1
- orbital gap (eV) = 9.89
- total energy (Eh) = -264.1639
- relative energy (zero: lowest compared OMol25 entry of this formula, charge and spin) (eV) = 4.4226
- structure (SMILES) = C1=C=NC=NC=1.[H][H]

***

Entry 8:
Molecular formula: C4H4N2
Method: DFT, ωB97M-V with the def2-TZVPD basis set

Structure (ORCA input):
```
! wB97M-V def2-TZVPD RIJCOSX def2/J DEFGRID3
* xyz 0 1
C 0.59 0.25 0.84
C -0.18 0.25 -0.45
C 0.70 0.40 -1.62
N 1.43 0.53 -2.50
C -1.11 -0.98 -0.30
N -1.59 -1.17 0.79
H -1.15 -0.49 1.55
H 1.49 0.88 0.84
H 0.77 -0.69 1.34
H -0.95 1.02 -0.50
*
```

Values from the calculation:
- highest occupied orbital energy (alpha / beta) (eV) = -10.1 / -9.3
- orbital gap (alpha / beta) (eV) = 8.84 / 8.06
- total energy (Eh) = -264.1404
- relative energy (zero: lowest compared OMol25 entry of this formula, charge and spin) (eV) = 5.0631

***

Entry 9:
Molecular formula: C4H4N2
Method: DFT, ωB97M-V with the def2-TZVPD basis set

Structure (ORCA input):
```
! wB97M-V def2-TZVPD RIJCOSX def2/J DEFGRID3
* xyz 0 1
C -1.17 0.04 0.13
C -0.40 1.12 -0.27
N 0.93 1.11 -0.30
C 1.46 -0.10 -0.10
N 0.81 -1.26 -0.08
C -0.51 -1.21 0.09
H -1.72 0.60 0.87
H -0.93 2.03 -0.52
H 2.53 -0.13 0.03
H -0.99 -2.20 0.14
*
```

Values from the calculation:
- highest occupied orbital energy (eV) = -9.9
- orbital gap (eV) = 10.28
- total energy (Eh) = -264.2709
- relative energy (zero: lowest compared OMol25 entry of this formula, charge and spin) (eV) = 1.5110
- structure (SMILES) = c1cncnc1

***

Entry 10:
Molecular formula: C4H4N2O
Method: DFT, ωB97M-V with the def2-TZVPD basis set

Structure (ORCA input):
```
! wB97M-V def2-TZVPD RIJCOSX def2/J DEFGRID3
* xyz 0 1
H 2.83 0.84 0.05
N 2.24 0.04 0.03
C 0.97 0.14 0.02
C 0.44 -1.21 -0.01
N -0.82 -1.48 -0.04
C -1.67 -0.30 -0.03
C -1.18 0.95 0.00
O 0.17 1.22 0.03
H 1.55 -1.58 -0.01
H -2.76 -0.43 -0.05
H -1.75 1.88 0.01
*
```

Values from the calculation:
- highest occupied orbital energy (eV) = -9.1
- orbital gap (eV) = 9.32
- total energy (Eh) = -339.4802
- relative energy (zero: lowest compared OMol25 entry of this formula, charge and spin) (eV) = 2.7624
- structure (SMILES) = [H]/N=c1/cncco1

***

Q: The lowest total energy belongs to which entry?
A: C4H4N2O

***

Q: What is the total energy in the second record?
A: -264.0707 Eh

***

Q: Which of these has the lowest relative energy (zero: lowest compared OMol25 entry of this formula, charge and spin)?
A: number 4

***

Q: Which of these has the highest total energy?
A: number 3